208
Properties=species:S:1:pos:R:3:lowdin_charge:R:1 method="wB97M-V/def2-TZVPD" orbital_gap_ev=8.340 total_charge=-1 homo_ha=-0.29745 e_tot_ev=-350491.82109
S -3.22292 1.06725 6.48936 0.55
S 6.09962 -6.81442 -1.52874 0.57
S 6.83315 0.80208 -2.22565 0.59
S -3.75131 5.64777 0.17839 0.55
S -0.75931 -0.21735 5.83731 0.64
S 5.73299 1.58695 -4.67624 0.62
S -5.06191 -5.35971 4.08048 0.62
S -3.05488 -0.82295 -3.98028 0.54
S -5.82514 -3.48758 2.22746 0.57
S -5.56683 3.95180 -0.92494 0.65
S 3.81356 -8.09555 -2.17629 0.62
S -1.80529 -3.16549 -3.02044 0.66
F -4.23600 -2.41973 0.37159 0.05
F -4.95114 -0.63244 5.70305 0.18
F -1.02484 -5.63042 -3.02788 0.12
F -4.36862 4.54256 -3.14996 0.12
F -2.25460 0.99860 -5.67788 0.15
F -4.95955 -0.47402 7.90520 0.12
F -1.32696 6.10151 1.39329 0.07
F -0.74465 -0.41963 -5.28403 0.12
F 4.87378 -0.72916 -1.41803 0.14
F -5.76075 1.13968 6.66106 0.06
F -0.95249 -2.55355 7.00327 0.14
F -1.74001 -5.01648 -4.97406 0.18
F 2.72143 -8.22002 -4.66295 0.17
F 6.50216 -1.81859 -2.24605 0.11
F 4.33629 -6.06773 0.37094 0.15
F -3.72532 -4.34846 0.92882 0.15
F -5.53984 -4.13696 -0.31933 0.09
F -4.98878 -8.00635 3.27863 0.17
F -1.24105 5.00993 -0.50445 0.11
F -6.06772 3.34386 -3.35565 0.17
F -4.32652 2.34043 -2.62311 0.18
F -3.19711 -5.25109 -3.41185 0.11
F 2.79135 -9.99130 -3.42040 0.16
F 3.34285 2.02669 -3.92431 0.12
F -2.50590 -0.89432 -6.56605 0.10
F 4.57820 -9.38064 -4.38899 0.08
F -3.63662 -6.60003 2.21647 0.05
F 1.05466 -2.00575 6.39581 0.11
F 0.19707 -1.06020 8.18163 0.12
F 6.36259 -5.39546 0.58318 0.10
F -3.16524 -7.34977 4.12313 0.12
F -1.80121 4.02412 1.25105 0.17
F 6.60131 -1.07581 -0.26215 0.13
F 3.47502 1.39377 -6.06867 0.12
F 5.03158 -4.39793 -0.75442 0.11
F 3.52983 -0.05190 -4.43813 0.12
O 7.10870 -6.01350 -2.18188 -0.32
O -2.28711 -0.07181 -3.02271 -0.31
O -0.98492 -0.77350 4.55811 -0.27
O -5.18300 -2.43651 2.96214 -0.29
O -3.94461 -4.48711 4.35782 -0.30
O -7.16816 -3.15760 1.73890 -0.30
O -0.44297 -2.88140 -3.35320 -0.29
O 4.25261 -9.23162 -1.42552 -0.27
O -3.41727 1.58487 5.13533 -0.34
O 6.39359 1.94035 -1.47635 -0.27
O -4.31288 6.25303 1.36462 -0.31
O -5.91637 -5.77262 5.15908 -0.29
O 6.11935 1.25887 -6.01504 -0.30
O -3.45077 6.52744 -0.86233 -0.26
O 2.48077 -7.62362 -1.72434 -0.34
O -7.41604 1.14320 2.02415 -0.22
O -6.21123 2.72458 -0.39957 -0.33
O 8.28772 0.57302 -2.18810 -0.32
O -3.13688 2.09419 7.47958 -0.28
O 6.30322 -4.00343 -7.00438 -0.21
O -0.45001 4.65215 3.90887 -0.22
O -6.39725 5.14310 -1.08446 -0.30
O 0.16651 0.91197 5.91863 -0.31
O -2.12748 -3.15642 -1.60552 -0.27
O 6.57846 -7.92158 -0.73770 -0.26
O 5.80362 2.96518 -4.19247 -0.28
O -4.37722 -0.36492 -4.26668 -0.26
N -5.89137 -4.93623 2.77870 -0.29
N -2.88779 -2.34447 -3.92147 -0.28
N 4.88354 -6.95760 -2.54125 -0.30
N 6.18054 0.51473 -3.60535 -0.32
N 2.03963 6.25772 3.27492 -0.26
N -3.22745 -0.23624 1.61137 -0.05
N 8.62026 -2.14308 -5.81545 -0.29
N -4.23411 4.15906 -0.01479 -0.30
N -7.59142 3.62555 3.49436 -0.25
N 1.83497 -3.76836 -1.48463 -0.04
N -2.14251 -0.00437 6.66994 -0.29
C 1.51908 5.06208 2.52693 -0.09
C -7.60312 2.23980 4.10919 -0.06
C 9.20604 -3.42626 -5.43795 0.02
C -5.01719 3.87709 3.45144 -0.05
C 9.10504 -1.05040 -4.95374 -0.19
C -4.77460 0.15453 6.70079 -0.64
C 3.00619 6.92280 0.89040 -0.02
C -8.21144 1.24860 3.17085 -0.24
C 1.79187 -2.41904 -1.60020 -0.01
C -7.64781 -0.17491 1.34240 -0.01
C -1.94323 5.13065 0.63772 -0.66
C 5.47123 -5.02840 -6.33056 -0.02
C -1.92483 -4.86571 -3.68879 -0.66
C -2.66388 0.11648 0.37834 0.08
C -4.23285 -6.95605 3.42802 -0.62
C -6.33452 3.79338 2.69806 -0.16
C -8.79883 3.87367 2.63931 -0.18
C -4.36804 0.46461 2.11936 0.02
C 2.44567 5.92989 4.68269 -0.17
C 8.90780 -1.88780 -7.22349 -0.20
C -1.01432 -1.56880 0.68207 -0.15
C 8.70070 -0.49342 -7.75573 -0.05
C -4.99565 3.45917 -2.63177 -0.71
C 0.71085 4.06984 3.33202 -0.20
C 6.12269 -2.68796 -6.59779 -0.19
C 10.62313 -0.86564 -4.76944 -0.02
C -0.09307 -1.53261 6.94428 -0.64
C 3.40955 -8.92036 -3.80996 -0.69
C 3.89397 1.18238 -4.79593 -0.63
C -1.33366 3.69678 4.56103 -0.05
C -4.81387 -3.66154 0.77844 -0.57
C -7.68839 4.56607 4.67748 0.03
C 0.99743 7.30829 3.34123 0.00
C -2.06782 -0.26873 -5.44945 -0.69
C -1.55874 -1.87778 1.89817 0.04
C 0.99135 -1.67887 -0.77126 0.05
C 2.88756 7.08655 5.55436 -0.05
C 0.06620 -3.73789 0.11108 0.06
C 7.12376 -2.22962 -5.48349 -0.04
C 0.99500 -4.42709 -0.69877 0.02
C 0.06035 -2.35464 0.06497 -0.12
C -2.64727 -1.18127 2.35138 -0.03
C 6.17631 -0.75872 -1.49593 -0.70
C 3.21152 6.72644 2.45531 -0.14
C 2.68412 -4.56497 -2.43871 0.03
C -9.17685 5.34323 2.30461 -0.05
C 5.36752 -5.61518 -0.31296 -0.67
C -1.56354 -0.59279 -0.14464 0.04
H -3.08312 -1.43461 3.28501 0.12
H -5.19151 0.27362 1.47499 0.07
H 5.11116 -2.46097 -6.34858 0.12
H 5.77059 -5.10277 -5.29134 0.08
H 3.77832 7.62506 5.23760 0.08
H 0.48909 3.18516 2.68129 0.16
H 8.35278 -2.60908 -7.80279 0.12
H 2.03322 7.84805 5.59106 0.10
H 2.47942 -2.04103 -2.30751 0.13
H 2.04111 7.31929 0.80446 0.05
H -4.15854 1.52520 2.24279 0.10
H 8.57792 -0.26097 -5.37175 0.08
H 3.70670 -4.18789 -2.40471 0.08
H 4.38115 -4.75027 -6.39671 0.10
H -0.52206 -4.36953 0.70350 0.12
H 9.93818 -2.21422 -7.37842 0.13
H -8.27040 2.29035 4.93163 0.13
H -9.83339 5.20132 1.39217 0.11
H 11.25272 -0.91540 -5.66144 0.08
H -9.72235 5.81253 3.12825 0.07
H -8.20480 0.32160 3.70244 0.13
H 10.97885 -1.36342 -3.84930 0.10
H 6.83542 -1.22374 -5.18475 0.09
H 3.48443 7.71141 2.83743 0.12
H -1.19364 -2.71236 2.47009 0.14
H 0.16200 7.11314 4.00831 0.13
H 4.07082 6.07736 2.66869 0.14
H -7.56822 5.60308 4.32397 0.12
H -1.20696 -0.41254 -1.14708 0.09
H -4.66128 0.00197 3.07873 0.10
H -6.57104 1.92894 4.22542 0.13
H 9.47036 0.16959 -7.37090 0.08
H -9.24553 1.39645 2.87480 0.12
H 7.75081 -0.04571 -7.40755 0.07
H 6.24699 -2.03782 -7.54910 0.15
H 5.62651 -5.92152 -6.93145 0.09
H -4.40658 3.64324 2.60327 0.05
H 1.03303 5.47436 1.63212 0.12
H 8.74791 -0.47542 -8.90586 0.12
H -2.13467 4.32119 4.96977 0.10
H 8.62158 -1.22769 -4.00721 0.11
H -8.56718 3.34430 1.73864 0.12
H -4.83265 4.84753 3.87058 0.08
H 3.11511 5.06799 4.61104 0.15
H 3.14954 5.98874 0.32081 0.10
H 3.77642 7.58412 0.51133 0.08
H -6.85615 4.28139 5.32497 0.11
H 10.28765 -3.43042 -5.55950 0.11
H -4.83032 3.09301 4.19456 0.06
H 2.66590 -5.59856 -2.11327 0.04
H 2.41737 4.55618 2.15380 0.15
H -1.76292 2.95116 3.84467 0.09
H -8.60714 4.34132 5.18592 0.10
H -7.35052 -1.01263 1.98717 0.06
H 1.31027 3.73822 4.17103 0.11
H 7.18076 -2.84876 -4.61198 0.12
H -8.69729 -0.22857 1.07514 0.09
H 1.40317 8.24897 3.65793 0.09
H 10.68040 0.18394 -4.48881 0.08
H -0.77947 3.12821 5.32642 0.08
H -6.37359 2.95399 2.05514 0.08
H -8.25174 5.94892 2.04905 0.10
H 9.01303 -3.55058 -4.34295 0.14
H 0.61304 7.54249 2.37283 0.09
H -9.69170 3.40813 3.08223 0.13
H -3.20781 0.85306 -0.21314 0.15
H -7.02120 -0.22361 0.46259 0.09
H 0.99729 -5.50777 -0.69349 0.15
H 0.92326 -0.64102 -1.02725 0.13
H 8.71814 -4.18570 -6.00147 0.10
H -6.46798 4.67644 2.09079 0.11
H 1.55977 5.53786 5.15480 0.12
H 2.33132 -4.39822 -3.44428 0.11
H 3.01720 6.71884 6.57940 0.09